Entry 1:
DFT (the ωB97M-V functional and the def2-TZVPD basis) results for C19H31AgBO4 as an isolated structure at a distorted geometry.

Geometry as XYZ:
```
56
Properties=species:S:1:pos:R:3:forces:R:3
C -4.139 4.020 -2.855 0.9 1.3 0.6
C -3.436 2.738 -2.106 -1.4 0.1 -0.7
C -2.840 1.753 -3.311 0.7 0.0 1.8
C -2.896 0.166 -2.897 0.4 -0.3 -0.5
C -2.680 -0.864 -4.180 0.7 -0.3 1.4
C -1.675 -0.170 -1.835 3.8 0.2 0.5
C -0.211 0.046 -2.132 -4.0 -1.1 1.6
C 0.979 -0.360 -1.029 5.6 1.1 -3.2
O 2.237 -0.063 -1.429 -8.0 -2.0 3.1
C 0.637 -1.116 0.422 -2.2 -0.1 0.0
O 1.656 -1.600 1.367 -2.5 2.9 -2.8
C 1.965 -0.590 2.408 -0.2 0.1 2.4
C 3.371 0.128 1.965 1.6 0.6 -2.3
C 4.549 -1.007 1.653 -1.3 0.3 -0.5
C 3.873 1.337 2.960 0.2 0.6 0.6
C 4.665 2.430 1.971 0.4 -1.3 -0.5
C 4.969 0.885 4.093 0.4 0.6 0.0
C -0.836 -1.321 0.688 2.0 1.4 0.0
B -1.417 -2.099 2.053 -1.1 -0.6 2.4
O -1.203 -1.578 3.421 -1.2 -1.4 -3.2
C -2.301 -3.489 1.733 0.3 0.4 -1.2
C -1.547 -4.264 0.457 0.1 0.0 -0.3
C -2.029 -0.791 -0.356 -5.1 -0.1 -0.2
O -3.342 -0.885 -0.041 8.5 0.4 -1.4
H -3.270 4.741 -3.244 -1.9 -1.6 0.6
H -4.821 3.734 -3.768 1.2 0.3 1.8
H -4.776 4.693 -2.110 1.3 -1.7 -1.6
H -2.614 3.080 -1.344 -1.4 -0.7 -1.8
H -4.291 2.201 -1.473 2.0 0.8 -1.5
H -1.745 2.125 -3.573 -2.3 -0.9 0.3
H -3.542 1.944 -4.249 0.9 -0.3 1.5
H -3.956 -0.067 -2.449 2.3 0.5 -0.5
H -3.507 -0.762 -5.006 1.5 -0.1 1.5
H -1.586 -0.702 -4.579 -2.3 -0.4 0.4
H -2.724 -1.960 -3.712 0.0 2.3 -1.3
H 0.089 0.475 -3.200 -0.2 -1.0 2.8
H 2.169 -1.166 3.433 -0.6 1.1 -2.4
H 1.076 0.162 2.536 1.8 -1.4 -0.3
H 3.161 0.642 0.909 0.1 -1.1 2.3
H 4.351 -1.342 0.525 0.6 0.4 2.7
H 5.638 -0.574 1.727 -2.3 -0.8 0.0
H 4.379 -1.880 2.416 0.7 1.5 -1.6
H 2.926 1.864 3.457 2.1 -1.2 -1.0
H 5.628 2.847 2.522 -2.3 -0.7 -1.0
H 3.953 3.264 1.562 1.5 -1.7 0.8
H 5.091 1.760 1.080 -0.9 1.8 1.7
H 4.584 0.087 4.863 0.7 1.6 -1.6
H 5.278 1.883 4.671 -0.8 -2.3 -1.1
H 5.984 0.509 3.591 -2.4 0.7 1.0
H -1.826 -1.995 4.086 1.1 0.4 -1.2
H -3.356 -3.151 1.293 2.1 -0.7 1.3
H -2.408 -4.176 2.680 0.1 1.3 -2.0
H -0.368 -4.241 0.600 -2.5 -0.4 -0.2
H -1.958 -5.372 0.309 1.1 2.5 0.4
H -1.743 -3.692 -0.572 0.2 -1.1 2.2
Ag -4.161 1.762 -5.999 0.0 0.0 -0.2
```
Forces are in eV/Å.

The net charge is +2. Its spin multiplicity is 2. The expectation value of S² is 0.7774. For the HOMO energy (alpha / beta), the calculation gives -0.571 / -0.558 Eh. The frontier orbital gap (alpha / beta) comes out at 7.2 / 4.6 eV.

Atomic partial charges in e from the Mulliken method, atoms 1 to 6: atom 1 (C): -0.8320, atom 2 (C): -0.4844, atom 3 (C): 0.9572, atom 4 (C): -0.0476, atom 5 (C): -0.9246, atom 6 (C): 0.4041


Entry 2:
DFT (the ωB97M-V functional and the def2-TZVPD basis) results for C19H31BrClGeO9W as an isolated structure.

Geometry as XYZ:
```
63
Properties=species:S:1:pos:R:3:forces:R:3
W 0.302 0.496 0.537 0.1 0.4 0.3
C -0.384 4.682 -0.277 0.0 0.0 0.0
C 0.686 3.695 0.144 0.0 0.0 0.0
C 0.928 3.743 1.638 0.0 0.0 0.0
C 1.959 3.855 -0.662 0.0 0.0 0.0
O 0.153 2.329 -0.194 -0.2 -0.1 0.0
Ge -1.621 1.848 -1.152 0.1 -0.1 -0.1
O -0.531 0.253 -1.437 -0.1 0.2 0.1
C -0.073 -0.242 -2.755 0.0 -0.1 -0.1
C 1.440 -0.348 -2.726 0.0 0.0 0.0
C -0.524 0.748 -3.815 0.0 0.0 0.1
C -0.735 -1.596 -2.944 0.0 0.0 0.0
O -1.704 0.942 0.578 -0.2 -0.3 -0.3
C -2.924 0.587 1.367 0.1 0.1 0.1
C -2.830 -0.891 1.684 0.0 0.0 0.0
C -4.119 0.899 0.489 0.0 0.0 0.0
C -2.891 1.448 2.614 0.0 0.0 0.0
H -0.044 5.695 -0.064 0.0 0.0 0.0
H -1.311 4.523 0.278 0.0 0.0 0.0
H -0.580 4.625 -1.350 0.0 0.0 0.0
H 1.259 4.745 1.910 0.0 0.0 0.0
H 1.710 3.047 1.944 0.0 0.0 0.0
H 0.018 3.522 2.197 0.0 0.0 0.0
H 2.397 4.833 -0.458 0.0 0.0 0.0
H 1.753 3.791 -1.730 0.0 0.0 0.0
H 2.693 3.093 -0.398 0.0 0.0 0.0
H 1.901 0.622 -2.536 0.0 0.0 0.0
H 1.799 -0.710 -3.689 0.0 0.0 0.0
H 1.773 -1.050 -1.958 0.0 0.0 0.0
H -0.074 1.732 -3.654 0.0 0.0 0.0
H -1.612 0.843 -3.836 0.0 0.0 0.0
H -0.213 0.405 -4.802 0.0 0.0 0.0
H -0.476 -2.264 -2.122 0.0 0.0 0.0
H -0.409 -2.047 -3.881 0.0 0.0 0.0
H -1.820 -1.496 -2.972 0.0 0.0 0.0
H -2.754 -1.482 0.770 0.0 0.0 0.0
H -3.727 -1.203 2.219 0.0 0.0 0.0
H -1.974 -1.092 2.331 0.0 0.0 0.0
H -4.101 0.310 -0.432 0.0 0.0 0.0
H -4.177 1.963 0.246 0.0 0.0 0.0
H -5.036 0.643 1.020 0.0 0.0 0.0
H -1.992 1.250 3.199 0.0 0.0 0.0
H -3.758 1.227 3.236 0.0 0.0 0.0
H -2.922 2.507 2.356 0.0 0.0 0.0
O 3.366 -0.947 1.780 -0.1 -0.4 0.1
Cl 3.375 0.448 1.558 0.0 0.3 0.1
O 4.518 0.948 0.909 0.0 0.1 -0.1
O 0.368 0.617 2.216 0.1 0.0 -0.1
O 2.115 0.580 0.219 0.2 -0.1 -0.1
Br 0.816 -4.160 3.732 0.0 0.0 0.1
C 1.355 -4.638 1.984 0.0 0.0 -0.1
C 1.919 -5.866 1.725 0.0 0.0 0.0
C 2.287 -6.134 0.409 0.0 0.0 0.0
C 2.092 -5.198 -0.599 0.0 0.0 0.0
C 1.522 -3.970 -0.312 0.0 0.0 0.0
C 1.145 -3.680 0.996 0.0 0.0 0.0
C 0.548 -2.411 1.401 0.0 0.0 0.0
O 0.252 -2.201 2.596 0.0 0.0 0.0
O 0.314 -1.514 0.492 0.0 0.1 0.0
H 2.072 -6.597 2.506 0.0 0.0 0.0
H 2.731 -7.092 0.176 0.0 0.0 0.0
H 2.387 -5.431 -1.613 0.0 0.0 0.0
H 1.361 -3.234 -1.087 0.0 0.0 0.0
```
Forces are in eV/Å.

The net charge is +2. Its spin multiplicity is 2. The expectation value of S² is 0.7562. For the HOMO energy (alpha / beta), the calculation gives -0.576 / -0.574 Eh. The calculation puts the energy above the lowest of the compared OMol25 structures with the same formula, charge and spin at 0.0 kcal/mol. The frontier orbital gap (alpha / beta) comes out at 8.2 / 6.4 eV.

Atomic partial charges in e from the Mulliken method, atoms 1 to 6: atom 1 (W): 3.2111, atom 2 (C): -1.9319, atom 3 (C): 1.3777, atom 4 (C): -1.4134, atom 5 (C): -1.3595, atom 6 (O): 0.0366


Entry 3:
DFT (the ωB97M-V functional and the def2-TZVPD basis) results for a 4-piece molecular cluster, C19H31BrO16S3 overall at a distorted geometry.

Geometry as XYZ:
```
70
Properties=species:S:1:pos:R:3:forces:R:3
C 4.686 -4.420 0.805 0.7 -0.3 0.7
C 4.658 -3.813 -0.721 0.2 -0.4 0.4
C 3.161 -3.301 -1.212 1.1 0.1 -1.1
O 2.638 -2.290 -0.280 -1.7 -1.0 -0.7
C 1.221 -1.978 -0.530 -0.1 1.1 -1.5
C 0.557 -1.298 0.846 2.0 -1.8 -3.0
C 0.208 -2.633 1.730 0.4 -0.6 0.6
S -1.511 -2.675 2.471 0.3 0.1 -0.1
C -2.855 -2.571 1.170 -0.6 0.3 -2.0
C -3.797 -3.906 1.033 -0.6 0.3 -1.0
O -0.574 -0.460 0.329 1.3 0.5 4.0
S -0.836 0.742 1.559 -6.2 4.7 -0.9
O -2.091 0.595 2.461 5.5 -1.0 -2.5
O -1.103 2.084 0.810 2.6 -5.0 2.3
O 0.697 0.619 2.356 -2.0 -0.8 -2.3
C 1.583 -0.160 1.428 -1.3 -0.4 2.3
Br 3.084 -0.673 2.646 -1.3 0.1 -1.2
S 2.244 1.187 0.307 4.2 2.3 -7.4
C 2.281 2.782 1.352 -0.5 1.2 1.2
O 1.398 1.466 -0.958 1.4 -1.2 4.7
O 3.703 0.893 -0.197 -4.8 0.4 3.0
H 4.999 -5.570 0.845 -0.8 2.5 -0.3
H 3.672 -4.323 1.392 1.9 0.0 -1.3
H 5.534 -3.856 1.427 -2.0 -1.2 -1.3
H 5.058 -4.670 -1.436 -1.2 1.9 1.2
H 5.481 -2.960 -0.766 -2.1 -1.5 -0.1
H 3.308 -2.797 -2.278 -0.4 -1.0 2.1
H 2.388 -4.173 -1.341 1.5 1.4 0.5
H 0.605 -2.923 -0.901 1.2 1.8 1.2
H 1.133 -1.191 -1.424 0.3 -1.4 2.0
H 0.968 -2.720 2.647 -1.9 0.4 -1.9
H 0.343 -3.657 1.135 0.0 2.7 0.9
H -2.363 -2.387 0.098 -1.1 -0.4 2.5
H -3.511 -1.608 1.410 1.5 -2.1 -0.4
H -4.185 -4.348 2.048 1.1 0.8 -1.9
H -3.280 -4.721 0.333 -1.0 1.7 1.9
H -4.771 -3.570 0.429 2.1 -0.7 1.3
H 2.640 2.567 2.464 -0.9 0.3 -2.5
H 3.005 3.594 0.882 -1.3 -2.3 0.5
H 1.197 3.268 1.323 2.2 -1.4 0.1
O 4.171 6.900 2.318 0.8 -0.2 -2.7
C 4.514 6.829 1.150 -0.7 0.3 2.6
O 5.263 7.772 0.507 -0.6 -0.6 0.6
C 5.632 7.222 -0.743 0.8 0.4 -0.7
C 4.577 6.192 -0.990 -0.3 -0.5 -1.1
O 4.197 5.797 0.314 0.2 0.5 0.8
H 5.649 7.994 -1.517 0.0 0.0 0.3
H 6.632 6.784 -0.656 -0.1 0.0 0.0
H 3.703 6.605 -1.504 0.1 0.0 0.1
H 4.955 5.338 -1.559 -0.2 0.0 0.2
O -4.816 -4.045 -2.859 1.8 2.2 -0.4
C -4.073 -3.101 -3.071 -1.8 -2.1 0.3
O -3.822 -2.579 -4.307 -0.2 -0.6 0.8
C -3.104 -1.376 -4.107 0.2 0.8 -0.8
C -2.476 -1.570 -2.765 0.8 0.7 0.5
O -3.383 -2.431 -2.103 -0.6 -0.5 -0.5
H -2.362 -1.232 -4.897 -0.2 -0.1 0.0
H -3.808 -0.538 -4.123 0.1 -0.1 0.0
H -1.501 -2.064 -2.827 0.0 0.0 0.0
H -2.364 -0.630 -2.218 -0.1 -0.2 0.1
O -7.432 0.248 -0.581 1.6 1.6 1.6
C -6.748 0.948 0.146 -1.5 -1.5 -1.5
O -7.070 1.274 1.431 0.0 -0.3 -1.0
C -5.932 1.897 1.996 0.2 0.2 1.1
C -5.198 2.417 0.802 0.9 0.8 0.0
O -5.558 1.510 -0.222 -0.8 -0.6 0.1
H -6.228 2.695 2.683 -0.1 -0.2 -0.1
H -5.356 1.148 2.548 0.0 0.1 -0.1
H -5.524 3.422 0.516 0.0 -0.1 0.0
H -4.114 2.424 0.951 -0.1 -0.1 -0.2
```
Forces are in eV/Å.

The net charge is 0. The SMILES is CCCOC[C@]1(CSCC)OS(=O)(=O)O[C@]1(Br)S(C)(=O)=O.O=C1OCCO1.O=C1OCCO1.O=C1OCCO1. For the HOMO energy, the calculation gives -0.332 Eh. The frontier orbital gap comes out at 8.1 eV.

Atomic partial charges in e from the Mulliken method, atoms 1 to 6: atom 1 (C): -0.6775, atom 2 (C): -0.4393, atom 3 (C): -0.4874, atom 4 (O): 0.0004, atom 5 (C): -1.4780, atom 6 (C): 1.0535